(1)
C2H2BrClO2S | ωB97M-V/def2-TZVPD

XYZ file:
```
9
Properties=species:S:1:pos:R:3:forces:R:3
C 0.113 0.196 0.141 2.259 9.874 1.415
C 0.652 1.829 0.282 -3.694 -7.472 -0.070
O -1.445 2.022 1.773 -0.461 0.241 -0.556
O 0.052 3.999 1.626 -0.853 -1.106 -0.920
S -0.584 2.856 0.999 1.771 0.748 1.720
Cl -1.441 3.524 -0.701 -0.488 0.101 -0.045
Br 2.049 2.638 -0.495 0.971 0.192 -0.624
H 0.611 -0.450 -0.420 2.509 -2.376 -2.364
H -0.680 -0.111 0.706 -2.014 -0.201 1.444
```
Positions in Å, forces in eV/Å.

Results
Largest force on an atom (Eh/bohr): 0.199
HOMO energy (alpha / beta) (eV): -9.56 / -9.88
Total energy (Ha): -3660.12877
Orbital gap (alpha / beta) (eV): 8.49 / 8.36

Partial atomic charges computed with the Löwdin method, in multiples of e: number 1, C, carries 0.165; number 2, C, carries -0.911; number 3, O, carries -0.330; number 4, O, carries -0.369; number 5, S, carries 0.220; number 6, Cl, carries 0.407; number 7, Br, carries 0.832; number 8, H, carries -0.018; number 9, H, carries 0.002

---

(2)
C10H15Cl2O2 | ωB97M-V/def2-TZVPD

XYZ file:
```
29
Properties=species:S:1:pos:R:3:forces:R:3
C 0.386 -1.107 -2.951 -1.735 -1.340 0.167
C -0.379 -0.731 -1.947 1.828 0.484 -0.812
C 0.670 -1.641 0.296 -0.462 -2.971 -0.762
C -0.024 2.618 -0.109 0.992 0.115 -1.116
C -0.452 1.667 -1.230 0.456 -1.570 1.476
C -0.269 1.930 1.203 2.581 1.495 2.156
C 0.235 0.252 -1.058 -0.254 2.620 -1.217
C 0.607 0.659 1.248 1.867 1.410 3.358
C 0.467 -0.047 2.611 -0.816 -0.442 1.573
C -1.047 -3.087 0.447 3.531 0.494 2.098
O 1.775 -1.728 -0.075 -0.690 -0.075 0.798
O 0.062 -0.252 0.321 -0.050 0.689 -1.542
Cl -2.253 -2.190 1.211 -0.212 0.132 0.242
Cl -1.384 -3.617 -1.092 0.116 -0.584 -0.426
H -0.110 -1.787 -3.621 0.668 -0.108 -0.788
H 1.413 -0.894 -2.911 1.208 0.243 -0.719
H -1.357 -1.104 -1.894 -1.398 0.200 0.446
H 1.048 2.881 -0.238 -0.366 -0.426 0.237
H -0.492 3.565 -0.285 -0.738 0.509 0.392
H -1.523 1.465 -1.131 -0.032 0.411 -0.563
H -0.110 1.993 -2.207 -0.470 0.114 -0.182
H 0.109 2.539 2.146 -0.598 -0.876 -1.991
H -1.312 1.787 1.429 -0.423 -0.684 -0.146
H 1.324 0.458 -1.339 -1.170 -0.915 1.030
H 1.770 0.842 1.083 -2.538 -0.208 -0.364
H -0.522 0.321 3.100 1.434 -1.284 -0.891
H 1.233 0.114 3.439 -0.587 0.213 -1.609
H 0.516 -1.170 2.398 -0.493 1.372 0.802
H -0.382 -3.736 1.157 -1.649 0.981 -1.650
```
Positions in Å, forces in eV/Å.

Results
Largest force on an atom (Eh/bohr): 0.080
HOMO energy (eV): -13.40
Total energy (Ha): -1460.45619
Orbital gap (eV): 8.77
Charge: +1

Partial atomic charges computed with the Löwdin method, in multiples of e: number 1, C, carries 0.086; number 2, C, carries -0.190; number 3, C, carries -0.223; number 4, C, carries -0.188; number 5, C, carries -0.084; number 6, C, carries -0.134; number 7, C, carries -0.258; number 8, C, carries -0.340; number 9, C, carries -0.021; number 10, C, carries -1.057; number 11, O, carries 0.195; number 12, O, carries -0.154; number 13, Cl, carries 0.717; number 14, Cl, carries 0.767; number 15, H, carries 0.083; number 16, H, carries 0.076; number 17, H, carries 0.080; number 18, H, carries 0.134; number 19, H, carries 0.114; number 20, H, carries 0.134; number 21, H, carries 0.135; number 22, H, carries 0.177; number 23, H, carries 0.123; number 24, H, carries 0.185; number 25, H, carries 0.213; number 26, H, carries 0.120; number 27, H, carries 0.117; number 28, H, carries 0.084; number 29, H, carries 0.108

---

(3)
C8H10Br3N3O | ωB97M-V/def2-TZVPD

XYZ file:
```
25
Properties=species:S:1:pos:R:3:forces:R:3
C 0.657 2.002 0.754 0.115 0.509 0.525
C 0.078 0.619 0.515 -0.134 0.483 0.630
C 0.530 0.053 -0.843 0.956 -2.071 -1.318
O -0.145 0.210 -1.826 -1.085 0.898 -0.626
N 1.662 -0.779 -1.014 -0.675 1.290 1.998
C 2.472 -1.156 0.146 0.165 -0.227 -1.109
C 1.876 -1.415 -2.314 0.156 -0.082 0.563
N -1.404 0.668 0.643 -0.118 -2.624 -0.308
N -2.152 1.773 0.883 -0.250 -1.016 0.126
C -3.371 1.312 1.098 -0.420 -1.159 -0.151
Br -4.919 2.345 1.561 1.166 -0.262 -0.355
C -3.444 -0.135 0.973 -0.756 0.613 0.253
Br -5.050 -1.177 1.150 1.270 0.574 -0.122
C -2.163 -0.538 0.706 0.543 1.673 -0.101
Br -1.466 -2.309 0.485 -0.376 1.396 0.121
H 1.744 1.932 0.818 0.023 -0.094 0.035
H 0.444 2.627 -0.115 -0.199 0.180 0.278
H 0.289 2.471 1.711 0.219 -0.520 -1.165
H 0.407 -0.055 1.298 0.083 -0.137 0.209
H 1.993 -1.958 0.707 0.219 -0.181 0.161
H 2.649 -0.309 0.784 -0.079 0.394 0.373
H 3.464 -1.451 -0.224 -0.351 -0.183 0.267
H 1.100 -2.167 -2.529 0.119 0.381 -0.071
H 1.894 -0.631 -3.063 -0.157 -0.171 -0.321
H 2.853 -1.931 -2.305 -0.434 0.335 0.107
```
Positions in Å, forces in eV/Å.

Results
Largest force on an atom (Eh/bohr): 0.051
HOMO energy (eV): -9.22
Total energy (Ha): -8272.35804
Orbital gap (eV): 9.49

Partial atomic charges computed with the Löwdin method, in multiples of e: number 1, C, carries -0.038; number 2, C, carries -0.262; number 3, C, carries -0.449; number 4, O, carries 0.074; number 5, N, carries -0.152; number 6, C, carries -0.057; number 7, C, carries -0.043; number 8, N, carries -0.113; number 9, N, carries 0.090; number 10, C, carries -0.761; number 11, Br, carries 0.692; number 12, C, carries -0.724; number 13, Br, carries 0.686; number 14, C, carries -0.644; number 15, Br, carries 0.798; number 16, H, carries 0.076; number 17, H, carries 0.092; number 18, H, carries 0.104; number 19, H, carries 0.120; number 20, H, carries 0.079; number 21, H, carries 0.070; number 22, H, carries 0.090; number 23, H, carries 0.094; number 24, H, carries 0.087; number 25, H, carries 0.089

---

(4)
C6H12N2OS | ωB97M-V/def2-TZVPD

XYZ file:
```
22
Properties=species:S:1:pos:R:3:forces:R:3
C 2.606 -0.135 0.412 9.161 8.112 -1.529
C 2.247 -1.233 0.696 -1.875 -14.599 3.501
C 0.802 -1.806 0.519 6.516 -7.155 4.263
N -0.065 -0.907 0.188 -1.590 5.014 3.275
C -0.385 -0.785 -1.050 -2.039 -4.119 -2.103
S -0.264 -2.186 -2.146 0.371 1.713 0.071
N -1.341 0.045 -1.315 -0.023 2.514 -0.141
C -2.004 1.035 -0.583 -4.851 -6.459 1.571
C -1.252 1.994 -0.075 7.504 10.111 3.246
O -0.411 1.661 1.078 -2.075 0.358 3.832
H 3.773 0.209 0.360 -3.237 -0.665 0.337
H 1.893 0.399 -0.004 -2.873 3.731 -1.962
H 2.979 -2.172 1.051 -1.729 2.736 -0.761
H 0.668 -2.414 1.621 -0.403 1.747 -2.801
H 0.831 -2.643 -0.271 0.119 1.199 1.366
H -0.048 -0.085 0.886 -0.762 -0.924 -1.838
H -1.724 -0.104 -2.152 -1.513 -0.771 -4.031
H -2.829 1.459 -1.114 -0.476 -0.161 -0.687
H -2.468 0.478 0.401 0.390 1.133 -1.948
H -1.814 2.985 0.220 0.768 -1.974 -0.706
H -0.287 2.391 -0.750 -2.944 -0.994 0.896
H -0.905 1.814 2.034 1.563 -0.545 -3.851
```
Positions in Å, forces in eV/Å.

Results
Largest force on an atom (Eh/bohr): 0.294
HOMO energy (eV): -7.65
Total energy (Ha): -818.52871
Orbital gap (eV): 7.84

Partial atomic charges computed with the Löwdin method, in multiples of e: number 1, C, carries -0.059; number 2, C, carries -0.222; number 3, C, carries -0.341; number 4, N, carries -0.043; number 5, C, carries -0.759; number 6, S, carries 0.525; number 7, N, carries 0.012; number 8, C, carries -0.258; number 9, C, carries -0.309; number 10, O, carries -0.172; number 11, H, carries 0.142; number 12, H, carries 0.001; number 13, H, carries 0.160; number 14, H, carries 0.176; number 15, H, carries 0.042; number 16, H, carries 0.161; number 17, H, carries 0.059; number 18, H, carries 0.139; number 19, H, carries 0.200; number 20, H, carries 0.159; number 21, H, carries 0.196; number 22, H, carries 0.191

---

(5)
C13H32ClO2P2SiTi | ωB97M-V/def2-TZVPD

XYZ file:
```
52
Properties=species:S:1:pos:R:3:forces:R:3
C 2.991 -2.077 -1.313 2.201 0.648 -1.079
C 1.921 -2.640 -0.596 -3.721 -1.250 1.436
H 3.689 -2.867 -1.669 -0.218 0.303 0.186
H 3.537 -1.368 -0.648 -0.319 -0.470 -0.495
H 2.620 -1.514 -2.200 0.177 -0.403 0.774
O 1.238 -3.492 -0.177 2.160 1.047 -1.010
Cl 1.444 2.338 -0.668 -0.246 -1.168 0.119
Ti 0.278 0.485 -0.106 -0.167 1.607 0.147
P 1.294 -0.065 2.095 0.502 0.020 1.402
C 0.173 -0.644 3.410 -0.275 -0.126 -0.146
C 2.679 -1.229 2.183 0.228 -0.195 -0.211
H 2.858 -1.484 3.237 0.046 0.017 -0.326
H 2.274 1.279 3.839 -0.053 0.035 -0.240
H 3.573 -0.745 1.773 -0.101 -0.141 0.110
H 2.930 1.712 2.227 -0.239 -0.011 0.126
H -0.430 -1.486 3.048 0.108 0.141 0.221
H 2.466 -2.139 1.609 0.110 0.168 0.495
C 2.019 1.459 2.786 0.031 0.184 -0.087
H 0.777 -0.971 4.267 -0.184 0.117 -0.214
H 1.322 2.303 2.717 0.156 -0.234 0.021
H -0.498 0.164 3.728 0.175 -0.194 -0.081
P -0.602 -0.104 -2.362 -0.557 0.031 -1.499
C -2.380 -0.448 -2.541 -0.141 -0.094 0.359
C -0.333 1.297 -3.496 0.185 0.123 -0.045
H 1.181 -1.215 -3.559 -0.302 -0.064 -0.060
H -0.434 -1.719 -4.133 0.205 0.037 0.157
H 0.214 -2.385 -2.609 -0.108 0.108 -0.225
C 0.167 -1.492 -3.243 0.189 -0.236 0.003
H 0.742 1.499 -3.580 -0.234 -0.012 0.000
H -0.732 1.027 -4.484 0.066 0.057 0.235
H -2.587 -0.673 -3.596 0.059 0.073 0.274
H -2.980 0.416 -2.230 0.159 -0.176 -0.074
H -0.831 2.203 -3.133 0.102 -0.256 -0.067
H -2.658 -1.311 -1.923 -0.044 0.133 -0.180
C -0.548 -1.520 0.200 -3.011 -3.119 0.876
O -1.224 -2.449 0.400 2.827 3.408 -0.813
C -0.597 4.114 1.560 0.189 -0.228 -0.114
Si -1.861 3.034 0.685 -0.601 1.137 0.305
C -3.482 3.214 1.633 0.173 -0.349 -0.133
C -2.085 3.574 -1.099 0.088 -0.089 -0.029
C -1.441 1.182 0.722 0.494 -0.965 -0.052
H -0.985 5.143 1.622 0.063 -0.315 -0.019
H 0.364 4.149 1.033 -0.189 0.099 0.172
H -0.418 3.770 2.588 -0.088 0.137 -0.147
H -3.962 4.182 1.437 0.169 -0.205 0.011
H -4.181 2.418 1.347 -0.008 0.206 0.110
H -3.301 3.139 2.714 -0.085 0.000 -0.209
H -1.132 3.867 -1.557 -0.193 -0.023 0.058
H -2.542 2.785 -1.713 -0.011 0.203 0.086
H -2.756 4.445 -1.129 0.192 -0.218 -0.025
H -1.459 0.792 1.759 -0.060 0.204 -0.234
H -2.223 0.599 0.188 0.099 0.297 0.131
```
Positions in Å, forces in eV/Å.

Results
Multiplicity: 2
Largest force on an atom (Eh/bohr): 0.088
HOMO energy (alpha / beta) (eV): -14.03 / -15.54
Total energy (Ha): -2946.31615
Orbital gap (alpha / beta) (eV): 6.01 / 7.39
Charge: +2

Partial atomic charges computed with the Löwdin method, in multiples of e: number 1, C, carries 0.005; number 2, C, carries -0.203; number 3, H, carries 0.145; number 4, H, carries 0.122; number 5, H, carries 0.100; number 6, O, carries 0.211; number 7, Cl, carries 0.201; number 8, Ti, carries 0.272; number 9, P, carries 0.770; number 10, C, carries -0.216; number 11, C, carries -0.223; number 12, H, carries 0.079; number 13, H, carries 0.078; number 14, H, carries 0.065; number 15, H, carries 0.061; number 16, H, carries 0.055; number 17, H, carries 0.024; number 18, C, carries -0.222; number 19, H, carries 0.074; number 20, H, carries 0.034; number 21, H, carries 0.065; number 22, P, carries 0.771; number 23, C, carries -0.211; number 24, C, carries -0.234; number 25, H, carries 0.052; number 26, H, carries 0.079; number 27, H, carries 0.044; number 28, C, carries -0.227; number 29, H, carries 0.051; number 30, H, carries 0.078; number 31, H, carries 0.076; number 32, H, carries 0.056; number 33, H, carries 0.032; number 34, H, carries 0.059; number 35, C, carries -0.191; number 36, O, carries 0.163; number 37, C, carries -0.190; number 38, Si, carries 0.425; number 39, C, carries -0.167; number 40, C, carries -0.176; number 41, C, carries -0.352; number 42, H, carries 0.057; number 43, H, carries -0.010; number 44, H, carries 0.031; number 45, H, carries 0.049; number 46, H, carries 0.038; number 47, H, carries 0.042; number 48, H, carries 0.024; number 49, H, carries 0.018; number 50, H, carries 0.054; number 51, H, carries 0.026; number 52, H, carries 0.035

---

(6)
C3H3IN2S | ωB97M-V/def2-TZVPD

XYZ file:
```
10
Properties=species:S:1:pos:R:3:forces:R:3
C -1.514 -0.224 -0.138 -0.259 -0.324 -0.038
C -2.711 0.289 -0.487 2.049 2.457 0.784
C -0.003 2.728 0.271 -2.312 -1.908 -0.556
N -0.226 0.282 -0.307 0.687 0.080 -0.330
N 0.455 1.509 0.101 0.273 -0.545 0.203
S -1.688 2.716 -0.087 -0.514 -0.097 -0.214
I -4.603 -0.240 0.042 0.366 0.083 0.021
H -1.470 -1.297 0.080 -0.012 0.075 0.072
H 0.462 -0.459 -0.291 -0.092 0.234 0.080
H 1.436 1.309 0.257 -0.187 -0.054 -0.022
```
Positions in Å, forces in eV/Å.

Results
Largest force on an atom (Eh/bohr): 0.064
HOMO energy (alpha / beta) (eV): -8.26 / -8.30
Total energy (Ha): -921.27708
Orbital gap (alpha / beta) (eV): 6.84 / 6.98

Partial atomic charges computed with the Löwdin method, in multiples of e: number 1, C, carries -0.371; number 2, C, carries -0.749; number 3, C, carries -0.509; number 4, N, carries -0.030; number 5, N, carries -0.179; number 6, S, carries 0.661; number 7, I, carries 0.829; number 8, H, carries 0.103; number 9, H, carries 0.123; number 10, H, carries 0.121

---

(7)
C3H7OPS2 | ωB97M-V/def2-TZVPD

XYZ file:
```
14
Properties=species:S:1:pos:R:3:forces:R:3
C -0.218 -0.304 -3.020 0.261 -1.994 -1.050
C -0.264 0.692 -1.978 -4.090 -0.044 1.327
C 0.014 0.609 3.061 0.954 -1.502 -1.149
O 0.496 -2.387 0.945 -0.041 0.448 -0.598
P 0.868 -1.325 -0.016 -0.177 0.074 0.397
S 0.425 -1.766 -2.791 0.128 -0.384 0.016
S -0.914 -0.116 -0.431 0.258 0.006 -0.068
H -0.557 -0.229 -4.030 -0.455 1.044 -0.496
H 0.579 -0.309 3.340 -0.430 0.661 0.587
H 0.692 0.917 -1.774 3.534 1.399 0.806
H -0.902 1.593 -2.070 0.571 -0.581 -0.548
H 0.786 1.275 2.694 0.107 0.236 -0.446
H -0.569 0.199 2.180 -0.021 1.238 1.407
H -0.439 1.149 3.890 -0.599 -0.602 -0.186
```
Positions in Å, forces in eV/Å.

Results
Largest force on an atom (Eh/bohr): 0.084
HOMO energy (eV): -8.98
Total energy (Ha): -1331.43381
Orbital gap (eV): 7.76

Partial atomic charges computed with the Löwdin method, in multiples of e: number 1, C, carries -0.667; number 2, C, carries -0.595; number 3, C, carries -0.072; number 4, O, carries -0.552; number 5, P, carries 0.520; number 6, S, carries 0.708; number 7, S, carries 0.511; number 8, H, carries 0.042; number 9, H, carries 0.023; number 10, H, carries 0.013; number 11, H, carries 0.088; number 12, H, carries 0.004; number 13, H, carries -0.041; number 14, H, carries 0.015